one.
Entry from the Open Molecules 2025 dataset: the molecule C18H20N2O5S (ωB97M-V/def2-TZVPD).

Output
* total charge: 0
* 2S+1: 1
* Kohn-Sham gap: 8.74 eV
* structure (SMILES): COc1ccc(-c2onc(C)c2C)cc1S(=O)(=O)NCCc1ccco1
* HOMO: -8.27 eV

Cartesian coordinates (Å):
C 3.165 1.652 2.529
O 2.613 0.497 1.934
C 1.299 0.484 1.646
C 0.403 1.529 1.880
C -0.923 1.403 1.521
C -1.412 0.241 0.918
C -2.813 0.157 0.556
O -3.620 1.174 0.941
N -4.881 0.933 0.524
C -4.879 -0.207 -0.115
C -6.117 -0.771 -0.706
C -3.569 -0.767 -0.135
C -3.178 -2.049 -0.779
C -0.517 -0.806 0.695
C 0.803 -0.676 1.051
S 1.909 -2.053 0.776
O 2.424 -2.505 2.034
O 1.223 -3.001 -0.061
N 3.174 -1.368 -0.065
C 3.208 -1.531 -1.502
C 2.041 -0.770 -2.137
C 2.018 0.660 -1.710
C 0.977 1.510 -1.480
C 1.549 2.744 -1.084
C 2.893 2.551 -1.104
O 3.186 1.296 -1.486
H 2.715 1.853 3.506
H 3.048 2.526 1.881
H 4.223 1.435 2.659
H 0.735 2.446 2.340
H -1.605 2.219 1.705
H -6.947 -0.101 -0.506
H -6.002 -0.890 -1.782
H -6.331 -1.747 -0.273
H -4.017 -2.450 -1.341
H -2.882 -2.784 -0.031
H -2.341 -1.901 -1.461
H -0.819 -1.739 0.253
H 4.045 -1.530 0.411
H 3.134 -2.589 -1.784
H 4.155 -1.124 -1.865
H 2.133 -0.839 -3.225
H 1.104 -1.242 -1.842
H -0.066 1.288 -1.574
H 1.026 3.641 -0.823
H 3.718 3.201 -0.889

=====

two.
Entry from the Open Molecules 2025 dataset: the molecule C18H20N2O5S (ωB97M-V/def2-TZVPD).

Output
* total charge: 0
* 2S+1: 1
* Kohn-Sham gap: 8.84 eV
* structure (SMILES): COC(=O)c1ccccc1NC(=O)CN(c1ccc(C)cc1)S(C)(=O)=O
* HOMO: -8.45 eV

Cartesian coordinates (Å):
C -0.575 -2.023 -3.677
O 0.481 -1.077 -3.584
C 0.764 -0.646 -2.351
O 0.147 -1.041 -1.379
C 1.869 0.330 -2.315
C 2.409 0.806 -3.512
C 3.430 1.732 -3.512
C 3.931 2.200 -2.305
C 3.420 1.742 -1.108
C 2.387 0.804 -1.089
N 1.871 0.306 0.095
C 2.115 0.690 1.370
O 2.852 1.583 1.726
C 1.366 -0.167 2.397
N 0.219 -0.868 1.880
C -0.925 -0.146 1.505
C -2.055 -0.807 1.029
C -3.181 -0.095 0.662
C -3.228 1.290 0.755
C -4.448 2.057 0.343
C -2.092 1.943 1.211
C -0.957 1.246 1.581
S 0.127 -2.503 2.262
C -0.992 -2.538 3.689
O 1.432 -2.894 2.706
O -0.456 -3.259 1.200
H -0.412 -2.843 -2.975
H -1.529 -1.547 -3.441
H -0.570 -2.382 -4.703
H 2.007 0.436 -4.441
H 3.835 2.091 -4.446
H 4.730 2.926 -2.297
H 3.809 2.104 -0.171
H 1.149 -0.408 -0.039
H 2.067 -0.937 2.734
H 1.118 0.465 3.259
H -2.037 -1.876 0.910
H -4.043 -0.633 0.293
H -5.342 1.447 0.445
H -4.364 2.361 -0.701
H -4.562 2.955 0.945
H -2.089 3.022 1.281
H -0.097 1.804 1.914
H -1.183 -3.576 3.930
H -1.909 -2.031 3.421
H -0.488 -2.042 4.508

=====

Stability summary: most stable two, least stable one.

=====

one.
Entry from the Open Molecules 2025 dataset: a cluster of 2 separate species, CH7N3O in total (ωB97M-V/def2-TZVPD).

Output
* total charge: 0
* 2S+1: 1
* Kohn-Sham gap: 9.85 eV
* structure (SMILES): N=C(N)N.O
* HOMO: -9.16 eV

Cartesian coordinates (Å):
N -0.541 0.704 -0.569
C 0.538 0.039 -0.425
N 1.247 -0.574 -1.442
N 1.129 -0.068 0.803
H -1.011 0.585 -1.454
H 0.795 -0.714 -2.335
H 2.232 -0.758 -1.418
H 2.126 -0.214 0.800
H 0.690 0.409 1.569
O -2.501 0.042 1.854
H -2.731 0.898 1.478
H -1.973 -0.349 1.139

=====

two.
Entry from the Open Molecules 2025 dataset: a cluster of 2 separate species, CH7N3O in total (ωB97M-V/def2-TZVPD).

Output
* total charge: 0
* 2S+1: 1
* Kohn-Sham gap: 10.00 eV
* structure (SMILES): N=C(N)N.O
* HOMO: -9.11 eV

Cartesian coordinates (Å):
N 0.865 0.383 -0.060
C 0.156 -0.381 -0.776
N 0.681 -1.515 -1.572
N -1.192 -0.420 -0.592
H 1.847 0.296 -0.022
H 1.643 -1.436 -1.603
H 0.227 -1.795 -2.364
H -1.719 -1.162 -1.004
H -1.706 0.134 0.195
O -0.515 1.670 2.820
H 0.118 1.628 2.078
H -0.406 2.598 2.901

=====

Stability summary: most stable one, least stable two.

=====

one.
Entry from the Open Molecules 2025 dataset: the molecule C20H22N2O4S (ωB97M-V/def2-TZVPD).

Output
* total charge: 0
* 2S+1: 1
* Kohn-Sham gap: 8.95 eV
* structure (SMILES): CCOc1ccccc1CNS(=O)(=O)c1cc(-c2cc(C)no2)ccc1C
* HOMO: -8.66 eV

Cartesian coordinates (Å):
C -3.756 -3.373 0.329
C -2.328 -3.052 -0.084
O -2.328 -1.778 -0.699
C -1.171 -1.308 -1.235
C 0.048 -1.973 -1.183
C 1.170 -1.424 -1.779
C 1.093 -0.208 -2.430
C -0.117 0.465 -2.474
C -1.251 -0.066 -1.886
C -2.559 0.674 -1.930
N -2.939 1.093 -0.591
S -1.853 2.087 0.211
O -1.095 2.874 -0.720
O -2.618 2.782 1.209
C -0.762 0.899 0.986
C 0.567 0.952 0.637
C 1.458 0.009 1.147
C 2.848 0.010 0.740
C 3.575 0.865 -0.050
C 4.869 0.289 -0.083
C 6.071 0.791 -0.793
N 4.891 -0.810 0.627
O 3.653 -0.993 1.142
C 0.976 -0.956 2.031
C -0.357 -0.971 2.394
C -1.260 -0.047 1.874
C -2.706 -0.077 2.232
H -3.794 -4.358 0.785
H -4.405 -3.361 -0.543
H -4.118 -2.637 1.041
H -1.965 -3.811 -0.791
H -1.669 -3.044 0.795
H 0.137 -2.922 -0.677
H 2.108 -1.958 -1.730
H 1.968 0.216 -2.897
H -0.185 1.424 -2.963
H -2.462 1.536 -2.601
H -3.347 0.009 -2.297
H -3.868 1.484 -0.537
H 0.883 1.718 -0.050
H 3.250 1.762 -0.530
H 6.905 0.117 -0.620
H 5.874 0.857 -1.861
H 6.329 1.786 -0.433
H 1.659 -1.690 2.430
H -0.709 -1.717 3.092
H -3.280 -0.397 1.364
H -3.044 0.924 2.490
H -2.888 -0.756 3.062

=====

two.
Entry from the Open Molecules 2025 dataset: the molecule C20H22N2O4S (ωB97M-V/def2-TZVPD).

Output
* total charge: 0
* 2S+1: 1
* Kohn-Sham gap: 9.07 eV
* structure (SMILES): CC(=O)c1cccc(NC(=O)C2CCN(S(=O)(=O)c3ccccc3)CC2)c1
* HOMO: -8.79 eV

Cartesian coordinates (Å):
C -3.379 -1.924 7.462
C -2.348 -1.852 6.364
O -1.364 -2.558 6.369
C -2.590 -0.874 5.270
C -3.688 -0.016 5.227
C -3.828 0.861 4.167
C -2.898 0.907 3.143
C -1.797 0.054 3.175
N -0.815 0.037 2.182
C -0.728 0.790 1.045
O -1.510 1.657 0.738
C 0.482 0.408 0.194
C 0.263 -0.963 -0.460
C 1.483 -1.317 -1.312
N 1.755 -0.311 -2.314
S 0.800 -0.400 -3.697
O -0.354 0.453 -3.629
O 0.594 -1.793 -3.971
C 1.947 0.273 -4.895
C 3.108 -0.428 -5.152
C 4.013 0.077 -6.070
C 3.744 1.274 -6.717
C 2.574 1.968 -6.453
C 1.666 1.464 -5.534
C 1.893 1.028 -1.782
C 0.711 1.443 -0.907
C -1.655 -0.827 4.240
H -3.455 -0.963 7.966
H -4.352 -2.177 7.045
H -3.085 -2.685 8.180
H -4.430 -0.026 6.009
H -4.679 1.525 4.133
H -3.017 1.593 2.322
H -0.086 -0.646 2.337
H 1.367 0.360 0.842
H -0.613 -0.915 -1.109
H 0.101 -1.743 0.286
H 2.375 -1.416 -0.683
H 1.317 -2.252 -1.850
H 3.279 -1.359 -4.635
H 4.924 -0.460 -6.285
H 4.449 1.666 -7.434
H 2.367 2.897 -6.962
H 0.741 1.971 -5.307
H 2.824 1.059 -1.203
H 1.992 1.703 -2.634
H -0.186 1.509 -1.524
H 0.898 2.425 -0.470
H -0.810 -1.501 4.291

=====

Stability summary: most stable two, least stable one.

=====

one.
Entry from the Open Molecules 2025 dataset: the molecule C11H17N3O2 (ωB97M-V/def2-TZVPD).

Output
* total charge: 0
* 2S+1: 1
* Kohn-Sham gap: 8.51 eV
* structure (SMILES): c1nc2c([nH]1)CCO[C@@H]2CN1CCOCC1
* HOMO: -7.72 eV

Cartesian coordinates (Å):
C 0.402 -4.002 0.830
N 0.719 -2.682 0.833
C -0.082 -2.070 -0.190
C -0.580 -3.028 -0.969
N -0.263 -4.305 -0.369
C -1.241 -2.919 -2.273
C -1.493 -1.370 -2.578
O -0.550 -0.459 -1.926
C -0.175 -0.665 -0.521
C 1.011 0.226 0.010
N 0.621 1.509 0.546
C 1.518 2.642 0.224
C 1.114 4.042 0.796
O 0.520 3.956 2.140
C -0.682 3.126 2.155
C -0.207 1.651 1.838
H 0.928 -4.769 1.465
H -0.308 -5.173 -0.850
H -2.148 -3.476 -2.307
H -0.452 -3.250 -2.998
H -2.490 -0.980 -2.130
H -1.400 -1.199 -3.688
H -0.987 -0.269 0.125
H 1.646 0.384 -0.794
H 1.485 -0.305 0.833
H 1.681 2.636 -0.804
H 2.444 2.444 0.670
H 0.338 4.413 0.139
H 1.928 4.756 0.646
H -1.181 3.173 3.179
H -1.396 3.517 1.420
H 0.389 1.384 2.810
H -1.110 1.060 1.736

=====

two.
Entry from the Open Molecules 2025 dataset: the molecule C11H17N3O2 (ωB97M-V/def2-TZVPD).

Output
* total charge: 0
* 2S+1: 1
* Kohn-Sham gap: 9.14 eV
* structure (SMILES): O=c1cc(NC2CCCCCC2)[nH]c(=O)[nH]1
* HOMO: -8.65 eV

Cartesian coordinates (Å):
O 3.127 -0.273 -3.418
C 2.202 -0.930 -2.991
C 1.438 -0.662 -1.811
C 0.412 -1.477 -1.431
N -0.328 -1.338 -0.303
C -0.276 -0.176 0.568
C -0.988 1.027 -0.072
C -0.404 2.385 0.322
C -0.017 2.526 1.797
C -0.973 1.847 2.780
C -0.611 0.386 3.049
C -0.916 -0.573 1.901
N 0.102 -2.566 -2.211
C 0.778 -2.924 -3.365
O 0.466 -3.902 -4.000
N 1.793 -2.079 -3.693
H 1.712 0.208 -1.245
H -1.179 -1.878 -0.250
H 0.780 0.056 0.727
H -0.922 0.934 -1.158
H -2.047 0.989 0.191
H -1.142 3.148 0.068
H 0.484 2.583 -0.283
H 0.033 3.593 2.024
H 0.985 2.124 1.957
H -0.922 2.378 3.734
H -2.000 1.923 2.423
H 0.452 0.329 3.290
H -1.163 0.041 3.926
H -1.999 -0.645 1.766
H -0.549 -1.564 2.179
H -0.643 -3.192 -1.936
H 2.313 -2.299 -4.534

=====

Stability summary: most stable two, least stable one.

=====

one.
Entry from the Open Molecules 2025 dataset: the molecule C5H14NP (ωB97M-V/def2-TZVPD).

Output
* total charge: 0
* 2S+1: 1
* Kohn-Sham gap: 9.41 eV
* structure (SMILES): CCP(C)N(C)C
* HOMO: -8.36 eV

Cartesian coordinates (Å):
C 2.091 1.626 0.373
C 1.791 0.140 -0.108
P 0.390 -0.442 0.852
C 0.178 -2.395 0.047
N -0.861 0.486 0.166
C -2.072 0.305 1.007
C -1.342 0.353 -1.244
H 3.205 1.991 0.117
H 1.350 2.177 -0.207
H 1.985 1.804 1.540
H 2.754 -0.332 0.200
H 1.764 0.267 -1.229
H 0.932 -3.016 0.485
H 0.281 -2.416 -1.086
H -0.811 -2.629 0.364
H -1.903 0.031 1.959
H -2.462 1.263 1.014
H -2.898 -0.295 0.638
H -1.535 -0.606 -1.589
H -2.244 1.041 -1.439
H -0.594 0.648 -1.858

=====

two.
Entry from the Open Molecules 2025 dataset: a cluster of 2 separate species, C5H14NP in total (ωB97M-V/def2-TZVPD).

Output
* total charge: 0
* 2S+1: 1
* Kohn-Sham gap (spin up / spin down): 7.16 / 7.15 eV
* HOMO (spin up / spin down): -7.85 / -7.84 eV

Cartesian coordinates (Å):
C -0.342 1.075 1.396
C -0.345 1.593 -0.934
C -2.314 0.509 -0.015
C 2.981 -2.383 -0.032
C -0.783 0.499 -0.011
N -0.097 -0.702 -0.340
P 1.703 -3.270 -1.056
H 0.750 1.174 1.577
H -0.845 2.074 1.488
H -0.705 0.489 2.156
H -0.447 2.528 -0.351
H -1.020 1.578 -1.763
H 0.727 1.492 -1.431
H -2.657 -0.174 -0.700
H -2.618 0.387 1.059
H -2.676 1.558 -0.184
H 3.908 -2.328 -0.488
H 3.104 -2.499 0.985
H 2.492 -1.364 -0.142
H -0.432 -1.501 0.090
H -0.383 -0.736 -1.305

=====

Stability summary: most stable one, least stable two.

=====

one.
Entry from the Open Molecules 2025 dataset: a cluster of 5 separate species, H9O4S in total (ωB97M-V/def2-TZVPD).

Output
* total charge: -1
* 2S+1: 1
* Kohn-Sham gap: 7.93 eV
* HOMO: -4.15 eV

Cartesian coordinates (Å):
S 0.125 -0.029 0.101
H 0.262 1.203 -0.492
H 1.650 -1.166 -1.274
H 2.906 -2.097 -1.438
O 2.426 -1.363 -1.848
H -2.698 0.122 2.836
H -3.075 -0.681 1.623
O -3.329 -0.538 2.510
H 0.594 2.338 2.417
H 1.385 1.185 1.818
O 1.378 1.825 2.569
H -0.246 -0.675 -3.576
H -0.591 -0.105 -2.146
O -0.787 -0.019 -3.100

=====

two.
Entry from the Open Molecules 2025 dataset: a cluster of 5 separate species, H9O4S in total (ωB97M-V/def2-TZVPD).

Output
* total charge: -1
* 2S+1: 1
* Kohn-Sham gap: 7.19 eV
* HOMO: -3.68 eV

Cartesian coordinates (Å):
S 0.846 1.963 1.161
H -0.204 2.832 1.353
H 2.196 -0.818 -2.284
H 3.065 -0.108 -1.408
O 3.090 -0.411 -2.315
H -3.276 -0.395 1.061
H -1.808 -0.508 1.579
O -2.655 -1.038 1.489
H 0.257 0.083 1.363
H -0.273 -0.568 2.801
O 0.005 -0.727 1.914
H 0.134 -0.549 -2.510
H -0.700 0.307 -1.672
O -0.677 -0.063 -2.531

=====

Stability summary: most stable one, least stable two.